Computed, not measured: C22H29BBiN9Si2 as an isolated structure, with ωB97M-V/def2-TZVPD.

Structure (XYZ):
```
64
Properties=species:S:1:pos:R:3:mulliken_charge:R:1
Bi -0.63824 -0.24960 0.18503 0.60
B 2.45493 2.09165 -0.80269 0.35
N 2.57464 1.10588 0.41239 -0.32
C 3.66037 0.94372 1.17595 -0.24
C 3.44469 -0.09997 2.06088 -1.30
C 2.16039 -0.53668 1.75577 -0.31
N 1.64942 0.18953 0.75876 0.53
N 1.09206 2.84739 -0.70588 -0.31
C 0.82190 4.10925 -1.06775 -0.38
C -0.53933 4.32525 -0.92322 -1.14
C -1.02647 3.10262 -0.45340 -0.48
N -0.03355 2.22275 -0.33450 0.26
H 3.34294 2.90210 -0.69176 -0.16
H 2.51913 1.46082 -1.83882 -0.16
H 4.51270 1.58913 1.04230 0.42
H 4.11555 -0.47829 2.81295 0.46
H 1.57685 -1.32836 2.20379 0.60
H 1.61130 4.76437 -1.39940 0.42
H -1.08565 5.23157 -1.12356 0.46
H -2.03449 2.80649 -0.19979 0.65
C 2.26803 -2.57148 -0.96837 -1.07
Si 0.41087 -2.54339 -0.73204 0.30
C -0.06484 -4.00537 0.34478 -1.13
C -0.36569 -2.79664 -2.43666 0.62
C -0.22826 -4.04455 -3.06028 -0.57
C -0.74184 -4.28014 -4.32529 -0.73
C -1.40492 -3.26155 -5.00116 -0.71
C -1.54496 -2.02045 -4.40271 -0.55
C -1.03576 -1.76745 -3.12149 0.51
Si -1.23544 -0.04037 -2.40151 0.25
C -3.03051 0.45901 -2.59129 -1.15
C -0.18248 1.16707 -3.35356 -0.96
H 2.52517 -3.38868 -1.64864 0.48
H 2.80182 -2.72032 -0.02697 0.32
H 2.62382 -1.63539 -1.40820 0.26
H 0.25720 -4.94370 -0.11829 0.33
H -1.14580 -4.06149 0.49802 0.35
H 0.41306 -3.93988 1.32718 0.25
H 0.29600 -4.84828 -2.55108 0.26
H -0.62638 -5.25336 -4.78667 0.39
H -1.80965 -3.43761 -5.99043 0.39
H -2.05714 -1.23176 -4.94695 0.27
H -3.27829 0.54381 -3.65435 0.34
H -3.21541 1.43193 -2.12781 0.27
H -3.71082 -0.26924 -2.14249 0.34
H -0.32250 1.00124 -4.42644 0.52
H 0.87861 1.05088 -3.12214 0.20
H -0.46562 2.19624 -3.11663 0.23
N -2.02713 3.97553 3.67938 0.13
C -2.63441 3.30725 2.68920 -0.15
N -2.32919 2.03168 2.75000 -0.39
C -1.50681 1.97650 3.83522 -0.01
N -1.29405 3.13500 4.42804 -0.64
C -0.86467 0.74376 4.34082 0.68
C -0.06472 0.79455 5.48416 -0.19
N 0.55975 -0.27467 5.95601 -0.64
C 0.37760 -1.40914 5.28385 -0.22
C -0.42086 -1.46198 4.15559 -0.39
N -1.04385 -0.38966 3.67503 -0.24
H -2.05300 4.95662 3.89857 0.20
H -3.27360 3.78382 1.96288 0.51
H 0.07039 1.72875 6.01342 0.50
H 0.88843 -2.29176 5.65127 0.41
H -0.57125 -2.39490 3.62098 0.46
```

As for the net charge: 0. The gap between HOMO and LUMO is 7.746 eV. As for the HOMO energy: -7.78 eV.

***

Computed, not measured: a 2-piece molecular cluster, C4H14N4 overall in a non-equilibrium geometry, with ωB97M-V/def2-TZVPD.

Structure (XYZ):
```
22
Properties=species:S:1:pos:R:3:mulliken_charge:R:1
N -1.41147 1.58074 -1.09149 -0.65
C -1.66453 0.18544 -1.01756 -0.63
N -0.98427 -0.50407 0.14712 0.48
N -1.56561 0.00810 1.33438 -0.74
N -1.18332 -1.91929 0.09136 -0.84
H -1.73726 2.04034 -0.24816 0.32
H -0.40429 1.73841 -1.15489 0.32
H -1.26732 -0.30212 -1.91274 0.38
H -2.74934 0.00755 -0.96447 0.42
H -2.33848 -0.57918 1.65698 0.25
H -0.85914 0.00065 2.06772 0.19
H -2.13040 -2.13371 -0.22936 0.26
H -0.53937 -2.30640 -0.59130 0.23
C 1.38973 1.43287 0.53691 -1.05
C 1.43826 0.14015 0.07020 0.70
C 2.78191 -0.55586 0.04535 -1.34
H 2.31299 1.95087 0.76245 0.34
H 0.61961 1.74550 1.22813 0.27
H 0.88675 -0.36283 -0.72266 0.11
H 3.15798 -0.49601 -0.97765 0.30
H 3.50448 -0.05167 0.68622 0.36
H 2.74307 -1.61948 0.28346 0.32
```

As for the net charge: 0. As for the SMILES: NCN(N)N.C=CC. The gap between HOMO and LUMO is 9.092 eV. The calculation puts the relative energy (zero: lowest compared OMol25 entry of this formula, charge and spin) at 454.43 kJ/mol. As for the HOMO energy: -8.19 eV.

***

Computed, not measured: one molecule with the formula C23H34N2O3 in a non-equilibrium geometry, with ωB97M-V/def2-TZVPD.

Structure (XYZ):
```
62
Properties=species:S:1:pos:R:3:mulliken_charge:R:1
C -6.55889 -1.76975 2.27295 -1.25
C -5.75739 -2.93665 1.70915 -0.88
C -4.35991 -2.60440 1.19432 1.97
C -3.78735 -3.80216 0.44540 -1.93
C -4.14864 -1.29463 0.38815 -1.43
C -2.82712 -1.06731 1.14358 1.12
C -2.53657 0.32377 1.64187 -0.32
O -3.41424 1.13271 1.90662 -0.74
N -1.23374 0.60695 1.84581 0.27
C 0.03516 -0.02738 1.49243 -1.04
C 0.72954 1.30084 1.92606 1.70
C 1.38848 2.08833 0.80531 -1.19
C 2.83751 1.55111 0.82514 0.43
C 3.06083 0.52359 -0.27814 -0.41
O 2.78721 -0.65670 -0.12136 -0.65
N 3.61680 0.98761 -1.42610 0.22
C 3.71012 0.15917 -2.63682 -0.56
C 5.19514 0.03033 -2.98647 -0.85
C 5.63090 1.49139 -3.08150 -0.72
C 4.85379 2.51543 -2.71386 -0.46
C 3.51678 2.32222 -1.98734 -0.24
C 2.21556 2.30862 -2.88909 -0.86
C 1.45332 0.94024 -2.88995 -0.32
C 2.32314 -0.35864 -3.02138 -0.89
C 2.94489 0.91042 2.22734 -1.02
O 1.72324 1.19856 2.90917 -0.56
C -0.63534 1.79543 2.43703 -1.23
C -3.33827 -2.05743 2.22409 -1.19
H -7.49181 -2.12691 2.71081 0.43
H -6.01400 -1.23354 3.05133 0.29
H -6.81623 -1.04775 1.49785 0.31
H -5.64981 -3.71443 2.47382 0.35
H -6.32639 -3.39731 0.89413 0.35
H -2.77331 -3.60928 0.08960 0.36
H -3.75361 -4.68222 1.09270 0.41
H -4.40740 -4.04348 -0.42115 0.43
H -4.10575 -1.37358 -0.69872 0.32
H -4.85349 -0.51594 0.67639 0.36
H -1.97410 -1.48616 0.60901 0.29
H 0.30731 -0.86789 2.13523 0.22
H 0.14099 -0.31400 0.44611 0.25
H 0.88188 1.95834 -0.15066 0.48
H 1.37288 3.15015 1.05732 0.38
H 3.54955 2.36645 0.72077 0.97
H 3.60322 0.92133 -3.40429 0.39
H 5.32021 -0.46973 -3.95043 0.43
H 5.80594 -0.51425 -2.26149 0.36
H 6.61013 1.68872 -3.50403 0.44
H 5.19290 3.53377 -2.86221 0.46
H 3.42680 3.08436 -1.21245 0.63
H 1.52204 3.06938 -2.52505 0.46
H 2.47330 2.60427 -3.90854 0.53
H 0.72225 0.96887 -3.69993 0.65
H 0.87081 0.86846 -1.97036 -0.13
H 2.35493 -0.74493 -4.04140 0.39
H 1.91448 -1.13512 -2.37625 0.32
H 3.07338 -0.16802 2.12201 0.36
H 3.75566 1.32722 2.82114 0.31
H -0.99036 2.74044 2.02391 0.30
H -0.70723 1.81368 3.52611 0.33
H -3.83639 -1.50336 3.02070 0.34
H -2.62378 -2.75928 2.65560 0.26
```

As for the net charge: 0. As for the SMILES: CC[C@]1(C)C[C@H](C(=O)N2CC3(C[C@H](C(=O)N4[C@H]5CC=C[C@H]4CCC5)CO3)C2)C1. The gap between HOMO and LUMO is 9.626 eV. The calculation puts the relative energy (zero: lowest compared OMol25 entry of this formula, charge and spin) at 421.29 kJ/mol. As for the HOMO energy: -9.03 eV.

***

Computed, not measured: C19H34N2O3P2Ti as an isolated structure in a non-equilibrium geometry, with ωB97M-V/def2-TZVPD.

Structure (XYZ):
```
61
Properties=species:S:1:pos:R:3:mulliken_charge:R:1
Ti -0.25614 -0.05136 0.30527 -0.76
P -2.00648 -1.87677 -0.33568 1.74
P 1.87151 1.64527 0.85283 1.30
N 0.94754 -0.70623 -0.84259 0.10
H -0.69019 -1.66566 0.54463 -0.09
C -3.02459 -1.54494 -1.82312 -1.39
H -3.72600 -2.37137 -2.01490 0.45
H -2.39780 -1.43045 -2.71415 0.30
H -3.62532 -0.63314 -1.73019 0.29
C -3.24631 -2.25234 0.94327 -1.36
H -4.01822 -2.95791 0.59689 0.42
H -3.74730 -1.32371 1.25489 0.31
H -2.73393 -2.68051 1.81389 0.35
C -1.09216 -3.42803 -0.68430 -1.27
H -1.77274 -4.27343 -0.78117 0.49
H -0.39579 -3.60301 0.14461 0.32
H -0.48242 -3.26263 -1.57708 0.30
C 2.14715 2.77353 -0.56290 -1.35
H 3.05700 3.37028 -0.38974 0.44
H 1.27858 3.43687 -0.67064 0.26
H 2.25666 2.17658 -1.47736 0.29
C 1.91287 2.87867 2.19676 -1.35
H 2.68710 3.63277 2.00824 0.47
H 2.09779 2.38495 3.15552 0.36
H 0.93076 3.35918 2.25431 0.23
C 3.52707 0.86820 0.96815 -1.41
H 4.28513 1.62546 1.21253 0.47
H 3.77473 0.39126 0.01213 0.35
H 3.50693 0.09580 1.74583 0.27
C 1.87793 -1.47298 -1.42030 -0.56
C 2.96847 -2.29468 -3.44282 -0.48
C 2.01067 -1.48514 -2.84542 -0.32
C 2.75813 -2.31015 -0.65208 0.51
C 3.71351 -3.09037 -1.29515 -0.77
C 3.82680 -3.07463 -2.67981 -0.44
H 3.03128 -2.29438 -4.51860 0.38
H 1.34174 -0.84428 -3.41919 0.36
H 2.63020 -2.33794 0.43439 0.21
H 4.35400 -3.70278 -0.67670 0.39
H 4.58551 -3.67624 -3.16588 0.36
C -1.98902 2.50806 -0.14434 0.83
O -0.89543 1.79733 -0.17593 -0.29
C -3.03814 2.12769 -1.11495 -1.24
H -3.85552 1.67557 -0.53293 0.37
H -2.65406 1.37919 -1.81044 0.22
H -3.46935 2.95538 -1.69571 0.47
C -2.38375 3.09320 1.17129 -0.90
H -2.40939 4.19834 1.20370 0.35
H -1.72260 2.72819 1.98938 0.15
H -3.41057 2.74494 1.36939 0.35
O 0.90598 -2.75109 1.84094 -0.63
C 0.56342 -1.88791 2.63942 -0.15
C 0.56553 -2.03250 4.14342 -0.51
C 0.08551 -0.69523 4.65305 -0.50
C -0.13847 0.16593 3.42347 -0.07
O -0.44271 1.34625 3.39998 -0.63
N 0.09208 -0.62491 2.30557 0.98
H -0.11135 -2.85664 4.39777 0.25
H 1.57728 -2.29404 4.46799 0.23
H -0.87300 -0.79846 5.17097 0.26
H 0.81294 -0.23943 5.32787 0.30
```

As for the net charge: 0. The gap between HOMO and LUMO is 5.411 eV. As for the HOMO energy: -6.32 eV.